Here is a structure of composition C21H36BrGeN2NiS4Si3 in a non-equilibrium geometry from OMol25. Energies are from the ωB97M-V functional and the def2-TZVPD basis.

```
! wB97M-V def2-TZVPD RIJCOSX def2/J DEFGRID3
* xyz 0 4
Ni 0.22 0.65 -0.11
S -1.14 -1.10 0.34
S -0.37 -2.31 1.80
S 0.99 -1.04 2.86
S 1.84 0.26 1.63
Br -0.45 8.06 -1.48
C 0.06 6.23 -1.39
C 1.11 5.76 -2.16
C 1.47 4.42 -2.11
C 0.79 3.51 -1.28
C -0.27 4.03 -0.52
C -0.63 5.36 -0.56
N 1.07 2.15 -1.19
C 2.09 1.63 -1.91
C 2.35 0.26 -1.93
C 3.47 -0.29 -2.59
C 3.69 -1.64 -2.55
C 2.78 -2.46 -1.86
C 1.69 -1.86 -1.25
N 1.46 -0.55 -1.28
H 1.65 6.43 -2.82
H 2.28 4.10 -2.75
H -0.82 3.34 0.11
H -1.45 5.72 0.04
H 2.73 2.27 -2.51
H 4.15 0.37 -3.10
H 4.55 -2.08 -3.03
H 2.91 -3.53 -1.80
H 0.97 -2.48 -0.73
C -4.41 -1.43 1.86
Si -3.48 -0.03 2.73
C -4.80 1.22 3.28
C -2.69 -0.73 4.31
Ge -1.80 0.98 1.23
Si -0.38 2.55 2.86
C -1.86 3.65 3.27
C 1.06 3.56 2.16
C 0.16 1.66 4.43
Si -3.06 1.47 -0.88
C -2.16 2.20 -2.37
C -4.42 2.64 -0.27
C -3.79 -0.17 -1.51
H -4.91 -2.06 2.60
H -3.74 -2.07 1.28
H -5.17 -1.04 1.19
H -5.50 0.71 3.94
H -5.36 1.62 2.44
H -4.37 2.06 3.83
H -3.41 -1.39 4.80
H -2.43 0.06 5.01
H -1.80 -1.31 4.10
H -2.39 3.99 2.38
H -1.53 4.53 3.83
H -2.58 3.11 3.90
H 0.72 4.50 1.73
H 1.59 3.01 1.39
H 1.77 3.78 2.96
H -0.49 0.84 4.70
H 0.17 2.38 5.26
H 1.17 1.26 4.32
H -1.98 3.27 -2.27
H -2.76 2.04 -3.27
H -1.19 1.72 -2.53
H -4.00 3.46 0.31
H -5.12 2.11 0.37
H -4.98 3.06 -1.10
H -2.98 -0.83 -1.83
H -4.43 0.02 -2.37
H -4.37 -0.69 -0.75
*
```

Computed properties:
<S²>: 3.794
HOMO-LUMO gap (alpha / beta) (eV): 5.758 / 6.116
Molecular weight (g mol⁻¹): 740.3
LUMO level (alpha / beta) (eV): -0.201 / -1.056
Energy relative to the best compared isomer or geometry (same formula, charge and spin) (eV): 1.8807